No. 1
# C31H40GeN6O8STi

A structure of composition C31H40GeN6O8STi (ωB97M-V/def2-TZVPD, the OMol25 dataset).

Values from the calculation:
gap between HOMO and LUMO (spin up / spin down) = 7.6 / 7.6 eV
relative energy (zero: lowest compared OMol25 entry of this formula, charge and spin) = 0.0 kJ/mol
charge = 0
lowest unoccupied orbital energy (spin up / spin down) = -1.04 / -1.04 eV
HOMO level (spin up / spin down) = -8.623 / -8.625 eV

Cartesian coordinates (Å):
Ti: 1.086103 -1.646425 0.811155
C: 2.586404 -3.480192 0.777937
C: 2.660566 -2.880906 2.053450
C: 1.413792 -3.069180 2.689368
C: 0.555726 -3.724244 1.788697
C: 1.291441 -3.987259 0.604242
H: 3.366668 -3.478220 0.034635
H: 3.523450 -2.378911 2.460103
H: 1.148853 -2.724765 3.674874
H: -0.468194 -4.010802 1.970896
H: 0.907750 -4.462749 -0.282547
C: -3.278501 -2.479620 -5.396971
C: -2.246818 -1.816814 -4.493585
C: -2.318067 -2.315064 -3.053086
C: -1.288327 -1.643016 -2.147746
Ge: -1.193908 -2.364221 -0.321231
C: -2.745136 -1.902078 0.827639
C: -4.060592 -2.491008 0.317889
C: -5.229509 -2.240275 1.265867
C: -6.539331 -2.816853 0.744514
H: -3.209592 -2.114838 -6.422259
H: -4.292071 -2.283116 -5.041225
H: -3.140701 -3.562756 -5.417728
H: -2.386290 -0.731493 -4.503642
H: -1.239983 -1.998892 -4.882901
H: -2.174740 -3.401148 -3.043401
H: -3.329759 -2.143078 -2.672502
H: -1.459083 -0.566903 -2.093873
H: -0.284947 -1.768158 -2.564174
H: -1.346118 -3.910982 -0.467485
H: -2.844925 -0.818739 0.920246
H: -2.545270 -2.284404 1.835702
H: -3.948867 -3.568542 0.158958
H: -4.301096 -2.064971 -0.660717
H: -5.336075 -1.162682 1.425357
H: -4.995667 -2.673515 2.243655
H: -6.804438 -2.374221 -0.217674
H: -7.362727 -2.631179 1.434601
H: -6.460644 -3.896338 0.600666
O: -1.288370 5.029590 0.217456
S: -0.002828 5.661804 0.502531
O: 0.066538 7.078537 0.304261
O: 1.119527 4.881313 -0.030365
C: 0.227946 5.344900 2.274482
N: 0.621709 6.277033 3.129155
C: 0.934315 5.850981 4.351836
C: 0.924528 4.511320 4.720521
C: 0.484422 3.634748 3.744213
N: 0.094001 4.055135 2.550352
C: 0.511101 2.146396 3.732523
C: -0.616776 1.473211 3.273354
C: -0.461819 0.228058 2.717076
N: 0.738401 -0.358396 2.598328
C: 1.778523 0.202302 3.221319
C: 1.707241 1.448881 3.815531
H: 1.230623 6.615398 5.061739
H: 1.241192 4.184690 5.700829
H: -1.573881 1.972969 3.222348
H: -1.295120 -0.276472 2.248819
H: 2.726262 -0.313780 3.140058
H: 2.607020 1.918891 4.188425
O: 1.858385 -1.612094 -1.179273
C: 2.748923 -0.775889 -0.866307
O: 2.887336 -0.477222 0.359073
C: 3.599980 -0.148269 -1.904520
C: 3.314452 -0.346892 -3.251721
C: 4.095201 0.259856 -4.222835
C: 5.168430 1.057281 -3.853942
C: 5.434678 1.230342 -2.507718
C: 4.668216 0.649913 -1.519039
N: 6.589613 2.063477 -2.109040
O: 6.797253 2.197485 -0.921245
O: 7.229473 2.590465 -2.994175
H: 2.472467 -0.969738 -3.522001
H: 3.869075 0.116355 -5.270128
H: 5.796419 1.542652 -4.586190
H: 4.900348 0.811502 -0.476996
C: -2.073156 1.770369 -0.438365
N: -0.738485 2.208707 -0.105375
C: 0.300718 1.402379 0.084047
N: 1.467462 1.989448 0.385859
O: 0.169262 0.125870 0.027920
H: -2.794025 2.353730 0.134786
H: -2.189162 0.717751 -0.202089
H: -2.285389 1.914023 -1.499937
H: -0.604250 3.220980 -0.014210
H: 1.552057 3.006618 0.347692
H: 2.280799 1.401948 0.463227

Forces on atoms 1 to 2 (eV/Å):
Ti 0.04 0.41 0.01
C -0.02 0.00 0.01

=====

No. 2
# C4H14NS

A cluster of 2 separate species, C4H14NS in total in a non-equilibrium geometry (ωB97M-V/def2-TZVPD, the OMol25 dataset).

Values from the calculation:
gap between HOMO and LUMO = 9.2 eV
relative energy (zero: lowest compared OMol25 entry of this formula, charge and spin) = 63.8 kJ/mol
charge = +1
lowest unoccupied orbital energy = -3.71 eV
HOMO level = -12.956 eV

Cartesian coordinates (Å):
C: 0.167399 -4.117175 -1.344350
C: 0.685766 -2.694378 -1.472601
H: 0.926416 -4.754211 -0.893104
H: -0.115314 -4.522967 -2.311406
H: -0.701319 -4.157074 -0.689342
H: 1.646611 -2.618463 -1.992826
H: -0.028682 -2.055844 -2.004288
H: 0.842651 -2.242012 -0.484801
C: 0.258584 0.545082 0.184470
C: 0.112733 1.974665 0.715662
S: -1.495308 2.157288 1.549111
N: 1.444652 0.437595 -0.726448
H: -0.614403 0.322565 -0.426518
H: 0.336435 -0.166631 0.997294
H: 0.217899 2.687703 -0.102461
H: 0.908962 2.175773 1.434913
H: -1.411080 3.504162 1.522423
H: 1.514340 -0.539559 -1.059221
H: 2.344736 0.692987 -0.311067
H: 1.306687 1.028720 -1.552788

Forces on atoms 1 to 2 (eV/Å):
C 0.15 -0.02 0.26
C 0.07 0.65 -0.02

=====

No. 3
# C21H19N5O2

An isolated molecule of C21H19N5O2 in a non-equilibrium geometry (ωB97M-V/def2-TZVPD, the OMol25 dataset).

Values from the calculation:
gap between HOMO and LUMO = 8.1 eV
relative energy (zero: lowest compared OMol25 entry of this formula, charge and spin) = 13.5 kJ/mol
charge = 0
SMILES string = CN1c2ccccc2C(n2cnc3c2c(=O)n(C)c(=O)n3C)c2ccccc21
lowest unoccupied orbital energy = 0.46 eV
HOMO level = -7.588 eV

Cartesian coordinates (Å):
C: -3.149778 -0.058397 2.855936
N: -2.408081 -0.022126 1.542689
C: -2.052385 1.239911 1.040559
C: -2.308303 2.395074 1.809409
C: -1.997283 3.657306 1.278199
C: -1.166792 3.803865 0.145511
C: -0.840068 2.642203 -0.577945
C: -1.394244 1.396663 -0.231592
C: -1.372327 0.285391 -1.215108
C: -1.689441 -1.021126 -0.581105
C: -2.382697 -1.124993 0.680065
C: -2.968734 -2.360494 1.047379
C: -2.885885 -3.444240 0.145691
C: -2.002633 -3.401947 -0.962521
C: -1.378413 -2.183069 -1.287708
H: -3.080922 -1.043179 3.395103
H: -2.625365 0.696373 3.504667
H: -4.241155 0.215135 2.750827
H: -2.740752 2.317477 2.807866
H: -2.388907 4.554652 1.776202
H: -0.801344 4.785950 -0.208509
H: -0.095276 2.754151 -1.394858
H: -1.800800 0.465476 -2.283155
H: -3.456472 -2.459459 2.019458
H: -3.470561 -4.361193 0.322562
H: -1.812964 -4.267004 -1.624186
H: -0.600639 -2.170945 -2.087979
C: 3.189781 -0.592930 2.123488
N: 2.876141 -0.357102 0.752797
C: 3.996686 -0.347270 -0.125997
O: 5.130746 -0.523966 0.273378
N: 3.702947 -0.113313 -1.507285
C: 4.777625 -0.087309 -2.481323
C: 2.407088 0.066107 -1.877440
C: 1.333894 0.037756 -0.979396
C: 1.539445 -0.210578 0.411684
O: 0.619930 -0.286794 1.228129
N: 0.170181 0.197989 -1.689316
C: 0.582479 0.343635 -3.000464
N: 1.926444 0.259073 -3.142022
H: 2.278077 -0.561164 2.707638
H: 3.670389 -1.563069 2.230833
H: 3.891391 0.159719 2.474492
H: 4.321523 0.120284 -3.440974
H: 5.478365 0.703622 -2.229175
H: 5.273528 -1.054391 -2.515126
H: -0.054441 0.518247 -3.881379

Forces on atoms 1 to 2 (eV/Å):
C 0.54 0.21 -0.06
N -1.09 0.00 0.34

=====

No. 4
# C23H23Cl3N5O5SiTi

A structure of composition C23H23Cl3N5O5SiTi (ωB97M-V/def2-TZVPD, the OMol25 dataset).

Values from the calculation:
gap between HOMO and LUMO = 7.8 eV
relative energy (zero: lowest compared OMol25 entry of this formula, charge and spin) = 76.5 kJ/mol
charge = -1
lowest unoccupied orbital energy = 1.93 eV
HOMO level = -5.842 eV

Cartesian coordinates (Å):
Ti: 0.498758 0.056405 -0.296251
C: 0.055536 -3.928423 0.940501
C: 0.643044 -2.893174 0.036923
O: -0.005026 -1.731337 0.055825
C: 1.732922 -3.079755 -0.733544
C: 2.213222 -2.029379 -1.630351
C: 3.659665 -1.609335 -1.577276
N: 1.484073 -1.392074 -2.474999
N: 0.225891 -1.876267 -2.768106
C: -0.745962 -1.092847 -2.498415
O: -0.617830 0.046736 -1.815589
C: -2.124586 -1.443783 -2.916022
C: -2.352494 -2.496804 -3.799947
C: -3.645326 -2.828210 -4.166529
C: -4.722510 -2.112853 -3.654852
C: -4.497308 -1.063763 -2.777103
C: -3.201813 -0.727303 -2.408078
H: 0.028568 -3.559945 1.966213
H: 0.614498 -4.861362 0.893616
H: -0.976819 -4.109934 0.635859
H: 2.304006 -3.993924 -0.634902
H: 3.757025 -0.720963 -0.950321
H: 4.006071 -1.336634 -2.572274
H: 4.280904 -2.406878 -1.168087
H: -1.503803 -3.046070 -4.184241
H: -3.816837 -3.646987 -4.854339
H: -5.733481 -2.375380 -3.941192
H: -5.330892 -0.503893 -2.372393
H: -3.016544 0.088439 -1.722231
C: -0.469232 5.110692 2.145853
Si: -1.402452 3.594738 2.719769
C: -0.965910 3.172470 4.488258
C: -3.249047 3.859791 2.550523
C: -0.913318 2.195242 1.641399
C: -0.576904 1.272455 0.921425
H: -0.756352 5.995977 2.718742
H: -0.665268 5.297738 1.088757
H: 0.606091 4.961514 2.258863
H: -1.290240 3.962158 5.170535
H: 0.112580 3.045691 4.598361
H: -1.439993 2.236371 4.788296
H: -3.591489 4.656314 3.215997
H: -3.793060 2.947326 2.800176
H: -3.505105 4.135418 1.526065
Cl: 4.027351 1.928813 -2.747228
C: 2.380725 2.491140 -3.092261
Cl: 1.660059 1.481074 -4.354687
Cl: 2.467213 4.170356 -3.649988
C: 1.443097 2.378381 -1.839971
O: 0.560961 3.182077 -1.702344
O: 1.739010 1.365761 -1.089529
N: 3.888869 -0.972260 1.954889
C: 2.537086 -0.857462 1.972991
O: 2.005931 -0.260814 0.981855
C: 1.818644 -1.370799 3.065319
C: 0.419758 -1.212019 3.220168
N: -0.718464 -1.135932 3.391408
C: 2.541774 -2.052380 4.074155
N: 3.206901 -2.593555 4.848669
H: 4.357271 -1.547263 2.633637
H: 4.350564 -0.763313 1.088004

Forces on atoms 1 to 2 (eV/Å):
Ti 0.02 0.09 0.28
C 0.01 -0.01 0.00